#a
Here is a structure of composition C3H2O3 from the Open Molecules 2025 dataset. Energies are from the ωB97M-V functional and the def2-TZVPD basis.

Geometry as XYZ:
```
8
C3H2O3 (the ωB97M-V functional and the def2-TZVPD basis)
O -0.3455 1.0876 -0.8092
C 0.0115 0.8688 0.4291
C 0.8520 -0.3690 0.1557
O 1.9237 -0.8389 0.3629
C -0.4796 -0.6642 -0.5178
O -1.2258 -0.4382 0.5335
H -0.0107 1.6397 1.2026
H -0.8032 -1.2755 -1.3630
```

E_LUMO: -0.0044 Ha
Kohn-Sham gap: 0.3847 Ha

Atomic charges from the Mulliken analysis, expressed in e, are listed below:
1. O -0.45
2. C 0.13
3. C 0.31
4. O -0.48
5. C 0.12
6. O -0.47
7. H 0.42
8. H 0.42

#b
Here is a cluster of 2 separate species, C3H2O3 in total from the Open Molecules 2025 dataset. Energies are from the ωB97M-V functional and the def2-TZVPD basis.

Geometry as XYZ:
```
8
C3H2O3 (the ωB97M-V functional and the def2-TZVPD basis)
C 3.6260 -0.1567 -0.1296
C 0.5555 0.7631 1.7957
C 0.9296 1.3309 0.7027
O 3.5408 0.7793 -0.6881
O 0.5601 1.7731 -0.6255
O 3.8265 -1.1023 0.3834
H 0.8545 1.1798 -1.5793
H 0.5145 0.2203 2.8427
```

structure (SMILES): O=C=O.C#CO
E_LUMO: -0.0028 Ha
Kohn-Sham gap: 0.3565 Ha

Atomic charges from the Mulliken analysis, expressed in e, are listed below:
1. C 0.52
2. C -0.17
3. C -0.05
4. O -0.27
5. O -0.48
6. O -0.26
7. H 0.38
8. H 0.32

Least stable = #a

#a
Here is the ion C10H17N2 with charge +1 from the Open Molecules 2025 dataset. Energies are from the ωB97M-V functional and the def2-TZVPD basis.

Geometry as XYZ:
```
29
C10H17N2 (the ωB97M-V functional and the def2-TZVPD basis)
C -1.5832 -0.3240 0.5520
C -2.2615 0.7868 -0.0894
C -0.7879 -1.6384 0.4500
C -4.6062 0.4643 0.7319
C -3.7459 0.8554 -0.2026
C 1.6635 -1.9026 1.2909
C 2.9728 0.1946 -1.5719
C 1.8235 2.2693 -0.5281
C 0.7013 -1.3828 0.1783
C 1.8815 0.8193 -0.6836
N -1.6686 0.7187 1.3159
N 1.0221 0.0838 0.0117
H -0.8769 -2.2131 1.4713
H -1.0897 -2.3603 -0.4546
H -5.5943 0.5620 0.3651
H -4.3968 -0.0309 1.7050
H -4.0568 1.1302 -1.1754
H 1.2300 -1.9994 2.1936
H 2.0357 -2.8949 0.9880
H 2.5687 -1.2492 1.2588
H 3.7562 0.8565 -1.8792
H 2.5993 -0.4798 -2.3085
H 3.4265 -0.4405 -0.8347
H 0.9986 2.6109 0.1052
H 1.9476 2.7451 -1.5647
H 2.7076 2.6208 -0.1335
H 0.8691 -1.9759 -0.7526
H -1.7738 1.4486 -0.7425
H 0.2375 0.7255 0.3035
```

structure (SMILES): C=C[C@H]1N=C1C[C@H](C)[NH+]=C(C)C
charge: +1
E_LUMO: -0.1474 Ha
Kohn-Sham gap: 0.3024 Ha

Here are the Mulliken charges for atoms 1 to 8, given in e:
1. C 0.01
2. C 0.56
3. C -0.69
4. C -0.81
5. C -0.58
6. C -1.33
7. C -1.19
8. C -1.35

#b
Here is a cluster of 2 separate species, C10H17N2 in total from the Open Molecules 2025 dataset. Energies are from the ωB97M-V functional and the def2-TZVPD basis.

Geometry as XYZ:
```
29
C10H17N2 (the ωB97M-V functional and the def2-TZVPD basis)
C -0.1991 -0.2442 -1.4314
C -2.8483 -0.5446 0.5960
C -1.9243 0.4666 0.4398
C 0.1161 1.0614 -1.0493
C 2.2815 0.9465 0.5090
C -1.8970 1.7407 1.1243
C -4.1236 -1.9991 -0.6753
C 4.6405 0.5825 0.8493
C 3.4838 -0.3782 -1.1066
C -2.7798 -1.8359 -0.0997
N -0.9263 0.3228 -0.4595
N 3.3815 0.4882 0.0793
H -3.5575 -0.3199 1.4181
H 0.2388 2.1084 -1.1815
H 2.5123 1.7075 1.2981
H -2.0855 1.9484 2.2283
H -2.7916 2.2253 0.6663
H -1.0078 2.2990 0.8091
H -4.1708 -3.0629 -1.2093
H -4.5030 -1.1711 -1.3062
H -4.9257 -1.9677 0.1340
H 4.4631 0.7667 1.8952
H 5.5248 -0.0677 0.5064
H 5.2038 1.5320 0.5694
H 4.1954 -0.0326 -1.8739
H 3.8462 -1.4598 -0.8325
H 2.5555 -0.5202 -1.7413
H -1.9273 -1.9449 -0.7991
H -2.7755 -2.6473 0.6430
```

charge: +1
E_LUMO: -0.1845 Ha
Kohn-Sham gap: 0.2645 Ha

Here are the Mulliken charges for atoms 1 to 8, given in e:
1. C -0.49
2. C -0.34
3. C 0.59
4. C -0.20
5. C -0.16
6. C -1.31
7. C -1.21
8. C -0.94

Least stable = #b

#a
Here is a cluster of 2 separate species, C3H8NP in total from the Open Molecules 2025 dataset. Energies are from the ωB97M-V functional and the def2-TZVPD basis.

Geometry as XYZ:
```
13
C3H8NP (the ωB97M-V functional and the def2-TZVPD basis)
C -1.0718 0.5285 0.5542
C -1.3729 0.0810 -0.8440
C -0.8820 -0.8150 0.2039
N 1.6425 -1.0192 0.0157
P 2.3113 0.3714 -0.1360
H -0.2028 1.0650 0.7214
H -1.9108 0.8927 1.1414
H -2.4419 -0.1633 -1.0192
H -0.7721 0.2024 -1.7597
H -1.2944 -1.8442 0.4904
H 2.2373 -1.6818 0.4780
H 1.5871 1.2144 -0.8680
H 2.1707 1.1681 1.0217
```

E_LUMO (alpha / beta): -0.0273 / 0.0201 Ha
Kohn-Sham gap (alpha / beta): 0.2562 / 0.3222 Ha

Here are the Mulliken charges for atoms 1 to 8, given in e:
1. C -0.51
2. C -0.39
3. C 0.02
4. N -0.41
5. P 0.01
6. H 0.04
7. H 0.22
8. H 0.23

#b
Here is a cluster of 2 separate species, C3H8NP in total from the Open Molecules 2025 dataset. Energies are from the ωB97M-V functional and the def2-TZVPD basis.

Geometry as XYZ:
```
13
C3H8NP (the ωB97M-V functional and the def2-TZVPD basis)
C -1.3413 -1.6541 0.1228
C -1.3304 0.5985 -0.4451
C 2.4889 1.1086 0.6044
N -0.7474 -0.5133 -0.4681
P 1.6656 -0.0585 -0.3024
H -1.2329 -1.5603 1.2180
H -2.3912 -1.6322 -0.2432
H -2.3412 0.9179 -0.1906
H -0.6939 1.4052 -0.7461
H 2.4398 2.0976 0.3069
H 3.1880 0.9038 1.4329
H -0.8323 -2.4871 -0.1900
H 1.1283 0.8740 -1.0995
```

structure (SMILES): C=NC.C=P
E_LUMO: 0.0242 Ha
Kohn-Sham gap: 0.3298 Ha

Here are the Mulliken charges for atoms 1 to 8, given in e:
1. C -0.82
2. C -0.14
3. C -0.56
4. N -0.34
5. P 0.07
6. H 0.28
7. H 0.35
8. H 0.29

#c
Here is an isolated molecule of C3H8NP from the Open Molecules 2025 dataset. Energies are from the ωB97M-V functional and the def2-TZVPD basis.

Geometry as XYZ:
```
13
C3H8NP (the ωB97M-V functional and the def2-TZVPD basis)
C 0.4853 -0.0146 0.2655
C 0.0791 -0.8671 1.4966
C -0.4144 1.1582 0.1184
N 0.7225 -0.5963 -1.0512
P 2.1616 0.0564 -0.3984
H 0.7028 -1.7239 1.6751
H -0.8736 -1.4968 1.3152
H -0.1987 -0.3483 2.3681
H -1.4164 0.7849 0.2788
H -0.1231 1.5892 -0.8482
H -0.2487 1.8858 0.9598
H 0.6040 -1.6154 -0.9333
H 1.9393 1.3167 -1.1521
```

structure (SMILES): CC1(C)NP1
E_LUMO: 0.0361 Ha
Kohn-Sham gap: 0.3777 Ha

Here are the Mulliken charges for atoms 1 to 8, given in e:
1. C 0.89
2. C -1.41
3. C -1.24
4. N -0.59
5. P -0.02
6. H 0.40
7. H 0.33
8. H 0.36

Least stable = #a

#a
Here is an isolated molecule of C4H7N5 from the Open Molecules 2025 dataset. Energies are from the ωB97M-V functional and the def2-TZVPD basis.

Geometry as XYZ:
```
16
C4H7N5 (the ωB97M-V functional and the def2-TZVPD basis)
C 0.6788 -0.0195 -1.8957
C -0.8506 -0.9219 -0.7560
C -0.9802 0.0747 1.2484
C 0.1818 -0.3826 0.2582
H 1.6960 1.8979 0.3233
H 2.5585 0.6734 0.2024
H 1.2945 0.4464 -2.7543
H -2.0301 -1.1090 1.7627
H -0.5054 0.1319 2.2282
H -0.9005 1.0860 1.1349
H 0.7284 -1.1594 0.7386
N 2.0074 1.2776 -0.3447
N 0.8975 0.3730 -0.6453
N -0.5881 -0.6704 -2.1693
N -2.0367 -1.2445 -0.2926
N -2.1513 -0.4537 0.9613
```

structure (SMILES): NN1C=NC2=NNC[C@@H]21
E_LUMO: 0.0067 Ha
Kohn-Sham gap: 0.3000 Ha

Here are the Mulliken charges for atoms 1 to 8, given in e:
1. C 0.06
2. C 0.52
3. C -0.94
4. C -0.12
5. H 0.28
6. H 0.26
7. H 0.32
8. H 0.38

#b
Here is an isolated molecule of C4H7N5 from the Open Molecules 2025 dataset. Energies are from the ωB97M-V functional and the def2-TZVPD basis.

Geometry as XYZ:
```
16
C4H7N5 (the ωB97M-V functional and the def2-TZVPD basis)
C 1.4016 0.0483 0.0229
C -0.7965 1.2210 0.0824
C -2.2987 0.8582 0.0513
C -0.7470 -1.2318 -0.0454
H 2.2159 -1.8114 0.8469
H 2.1474 -1.5855 -0.8708
H 2.9438 1.1208 -0.0188
H -0.4529 1.7194 1.0853
H -0.6266 1.7903 -0.8295
H -3.0274 1.7309 -0.2032
H -0.1263 -2.0749 -0.0671
N 2.3032 -1.1189 0.0233
N 1.9097 1.1982 -0.1400
N -0.0006 -0.0916 0.1428
N -2.8484 -0.2502 -0.0710
N -1.9970 -1.5227 -0.0092
```

structure (SMILES): [H]/N=C(\N)N1C=NN=CC1
E_LUMO: 0.0177 Ha
Kohn-Sham gap: 0.3575 Ha

Here are the Mulliken charges for atoms 1 to 8, given in e:
1. C 0.44
2. C -0.40
3. C -0.08
4. C -0.03
5. H 0.28
6. H 0.27
7. H 0.32
8. H 0.31

Least stable = #a